[1]
Here is the ion C2H2N3O3 with charge +1 at a distorted geometry from the OMol25 dataset. Energies are from the ωB97M-V functional and the def2-TZVPD basis.

Calculated values
ΔE to the lowest compared entry with this formula, charge and spin = 7.175 eV
E_tot = -12704.3167 eV
LUMO = -6.884 eV
Highest occupied orbital energy = -17.03 eV
Net charge = +1

Element x y z (Å)
1 N 2.06736 0.08847 3.39338
2 C 0.96602 0.00904 3.05661
3 C -0.31134 -0.27938 2.48223
4 O -1.37452 -0.51580 2.89992
5 N -0.13791 -0.28659 0.88721
6 O -0.32125 0.78800 0.34821
7 N 0.34288 -1.34255 0.31429
8 O 0.78453 -1.28041 -0.93104
9 H 0.52608 -2.21470 0.63461
10 H 0.37533 -0.74048 -1.53212

***

[2]
Here is a cluster of 11 separate species, C34H67F5O16S in total at a distorted geometry from the OMol25 dataset. Energies are from the ωB97M-V functional and the def2-TZVPD basis.

Calculated values
E_tot = -93499.6033 eV
LUMO = -2.884 eV
Highest occupied orbital energy = -9.31 eV

Element x y z (Å)
1 C -5.10167 2.54209 1.57609
2 C -5.37762 0.92527 1.59599
3 C -5.40129 0.21010 0.11773
4 C -4.13618 0.58705 -0.85440
5 C -2.66242 0.51386 -0.13998
6 C -1.78490 -0.84419 -0.56641
7 C -0.73139 -0.50449 -1.77580
8 C 0.49182 0.50861 -1.36948
9 C 0.63162 2.00041 -2.11256
10 C -0.43551 2.57112 -3.23470
11 C -0.98173 4.09984 -2.90570
12 C -2.47259 4.14930 -2.22498
13 O -2.77555 5.38082 -1.47891
14 C -2.07168 5.44180 -0.18802
15 C -2.10801 4.31567 1.00298
16 O -1.35675 6.56283 0.06188
17 C 1.89775 3.03060 -1.74786
18 C 3.03053 2.60867 -0.62775
19 C 2.85406 1.14925 0.09920
20 C 1.61856 0.08747 -0.21812
21 C 1.60210 -1.31479 0.63928
22 O 1.06373 -2.43882 0.15663
23 C 2.28845 -1.23605 2.16251
24 S 1.75649 -2.31149 3.61535
25 O 2.18496 -3.79435 3.36982
26 O 2.56775 -1.85787 4.89131
27 C -0.05447 -2.15147 4.07746
28 F -0.20954 -2.87446 5.39512
29 F -0.94209 -2.85858 3.12324
30 C -0.56259 -0.61377 4.35035
31 F -0.95374 0.04553 3.05529
32 F -1.84501 -0.73150 5.13146
33 F 0.35872 0.21392 5.16379
34 C 3.43268 -0.28317 2.43998
35 C 3.98478 0.67774 1.21312
36 O 5.28859 1.02019 1.10610
37 H -6.10916 3.13435 1.78243
38 H -4.64074 2.94523 0.57891
39 H -4.32798 2.78344 2.45092
40 H -4.51334 0.43369 2.25011
41 H -6.38915 0.65711 2.16036
42 H -5.46727 -0.97011 0.18464
43 H -6.40323 0.58527 -0.41170
44 H -4.31196 1.71165 -1.20787
45 H -4.22736 -0.06357 -1.84712
46 H -2.67619 0.51468 1.03239
47 H -2.01848 1.42357 -0.56626
48 H -2.59572 -1.58530 -1.03122
49 H -1.32047 -1.39400 0.35658
50 H -0.21791 -1.54002 -2.07403
51 H -1.33744 -0.17805 -2.74024
52 H 0.17042 2.66961 -4.25844
53 H -1.38438 1.90339 -3.38650
54 H -1.07524 4.63360 -3.96887
55 H -0.23210 4.75200 -2.28656
56 H -2.73247 3.24603 -1.52775
57 H -3.25051 4.09929 -3.12856
58 H -2.28953 3.21580 0.64516
59 H -1.05405 4.31461 1.56306
60 H -2.92311 4.52649 1.84408
61 H 2.02955 4.08906 -2.26170
62 H 3.95711 3.28494 -0.34784
63 H 3.98551 -0.19224 3.46733
64 C 7.18070 1.28304 4.28540
65 O 6.47465 2.39598 3.76863
66 H 7.24095 1.37406 5.37245
67 H 6.65095 0.36261 4.02787
68 H 8.19007 1.26433 3.86699
69 H 6.43728 2.28755 2.80307
70 C 2.44464 -7.57000 3.71504
71 O 1.42231 -6.94947 4.47264
72 H 2.12662 -8.58108 3.45011
73 H 2.62304 -6.99572 2.80261
74 H 3.35976 -7.62239 4.31007
75 H 1.73278 -6.05473 4.69289
76 C 1.61386 -9.60545 0.84600
77 O 1.03044 -10.11188 -0.34032
78 H 2.69558 -9.75168 0.80044
79 H 1.39607 -8.53819 0.93354
80 H 1.21183 -10.14219 1.70886
81 H 0.07126 -9.96824 -0.27104
82 C 0.21746 0.68638 -6.58480
83 O -0.95390 1.38966 -6.21399
84 H 0.71016 0.31616 -5.68270
85 H -0.05055 -0.15862 -7.22378
86 H 0.89445 1.35910 -7.11712
87 H -1.36919 1.70592 -7.03434
88 C -0.03619 3.94990 -9.32193
89 O 0.72780 3.68957 -8.15886
90 H -0.61231 3.05702 -9.57581
91 H -0.72045 4.78033 -9.13133
92 H 0.63220 4.19736 -10.15033
93 H 1.22784 4.49899 -7.95821
94 C 2.44798 -3.19750 -3.33852
95 O 3.16731 -3.30075 -2.12357
96 H 3.15568 -3.18902 -4.17080
97 H 1.77874 -4.05527 -3.44094
98 H 1.87131 -2.26924 -3.34397
99 H 2.51352 -3.30592 -1.40385
100 C -3.03705 -3.23706 7.86113
101 O -2.50477 -1.99733 8.28999
102 H -3.62457 -3.67150 8.67334
103 H -3.68156 -3.07736 6.99322
104 H -2.22032 -3.91531 7.60193
105 H -1.98896 -1.63608 7.54911
106 C -1.55133 0.69494 -11.13495
107 O -2.18906 0.92784 -9.89267
108 H -0.49127 0.94240 -11.04205
109 H -1.65485 -0.35834 -11.40702
110 H -2.00484 1.32682 -11.90261
111 H -3.12745 0.69968 -10.00587
112 C 0.85242 -4.34219 9.07152
113 O 0.56580 -3.03354 9.52919
114 H 1.92678 -4.52115 9.15703
115 H 0.31423 -5.06961 9.68420
116 H 0.55150 -4.43748 8.02528
117 H -0.39383 -2.90377 9.44136
118 C 2.41839 8.02449 0.41825
119 O 1.97103 6.78171 -0.09122
120 H 3.48822 8.12502 0.22092
121 H 1.88092 8.83709 -0.07668
122 H 2.24391 8.06153 1.49642
123 H 1.01930 6.72093 0.09845

***

[3]
Here is a structure of composition H14LiO7 at a distorted geometry from the OMol25 dataset. Energies are from the ωB97M-V functional and the def2-TZVPD basis.

Calculated values
ΔE to the lowest compared entry with this formula, charge and spin = 1.604 eV
E_tot = -14760.4132 eV
LUMO = -3.454 eV
Highest occupied orbital energy = -13.47 eV
Net charge = +1

Element x y z (Å)
1 Li 0.29868 -0.09232 -0.27445
2 O 1.49768 1.01468 -1.07345
3 H 1.65168 0.62968 -1.94845
4 H 2.34068 1.31468 -0.78445
5 O 2.06068 -0.79932 0.88755
6 H 2.93668 -0.68832 0.57455
7 H 2.15368 -1.56032 1.40255
8 O -2.49432 -1.33932 1.71055
9 H -2.41132 -2.30732 1.87855
10 H -1.59832 -0.97132 1.86455
11 O -0.28732 -2.41032 0.00555
12 H -1.19532 -2.65132 0.03255
13 H 0.28068 -3.11332 -0.10245
14 O -0.51732 0.81068 1.32555
15 H -0.09032 1.19068 2.08655
16 H -1.39232 1.04268 1.52655
17 O 1.01068 3.55568 -1.67445
18 H 0.95168 2.48468 -1.36645
19 H 0.23268 3.77468 -2.28945
20 O -1.46332 0.05768 -1.16545
21 H -1.82732 -0.68232 -1.43445
22 H -2.13832 0.73968 -1.18145

***

[4]
Here is a cluster of 2 separate species, C3H9NS in total at a distorted geometry from the OMol25 dataset. Energies are from the ωB97M-V functional and the def2-TZVPD basis.

Calculated values
ΔE to the lowest compared entry with this formula, charge and spin = 3.178 eV
E_tot = -15579.1526 eV
LUMO = -1.701 eV
Highest occupied orbital energy = -6.72 eV

Element x y z (Å)
1 C -1.98882 -1.32739 -1.67692
2 N -1.30876 -0.26227 -1.41604
3 H -2.54767 -1.79173 -0.88652
4 H -2.14153 -1.70362 -2.65536
5 H -0.38418 0.04586 -1.83353
6 H -1.37298 0.02383 -0.44623
7 C 0.84791 1.00262 1.79251
8 C 1.57009 0.13634 0.68181
9 S 1.63279 0.94485 -1.00020
10 H -0.03680 1.41549 1.26350
11 H 1.37390 1.91794 1.95641
12 H 0.64946 0.39583 2.67445
13 H 1.08806 -0.82093 0.67696
14 H 2.61852 0.02319 0.86916

***

[5]
Here is a cluster of 2 separate species, C5H8N in total at a distorted geometry from the OMol25 dataset. Energies are from the ωB97M-V functional and the def2-TZVPD basis.

Calculated values
ΔE to the lowest compared entry with this formula, charge and spin = 7.906 eV
E_tot = -6790.1822 eV
LUMO (spin up / spin down) = -4.196 / -7.840 eV
Highest occupied orbital energy (spin up / spin down) = -15.24 / -12.94 eV
Net charge = +1

Element x y z (Å)
1 C -2.33941 -0.85312 1.44346
2 C -1.55469 -0.26410 0.70488
3 C -0.93535 1.05109 -1.32801
4 C 0.08961 1.40406 -0.31157
5 C 1.50912 -1.52396 -0.16537
6 N -0.76036 0.27754 -0.14241
7 H -2.95959 -1.30836 2.16884
8 H -1.90884 1.57803 -1.34688
9 H -0.55900 0.51495 -2.28081
10 H 1.11841 1.26834 -0.40254
11 H 0.02184 2.32264 0.42389
12 H 2.62424 -1.33230 -0.05992
13 H 1.09537 -2.23648 0.46817
14 H 1.15884 -1.22855 -1.09847

***

> The lowest E_tot belongs to which entry?

C34H67F5O16S